# 1
A single C7H6 molecule. Source: OMol25; level of theory: ωB97M-V/def2-TZVPD.

Computed properties:
largest force on an atom	2.75	eV/A
structure (SMILES)	C#CC(C)=C=C=C
E_HOMO (spin up / spin down)	-8.4 / -8.4	eV
spin multiplicity	1

Each line ends with the Löwdin charge.
CARTESIAN COORDINATES (ANGSTROEM)
1 C 0.868 -0.918 1.454  0.127
2 C 0.018 -1.118 0.566  -0.062
3 C -0.524 -0.540 -0.591  -0.317
4 C -1.896 -0.846 -1.085  -0.055
5 C 0.233 0.515 -1.017  -0.003
6 C 1.077 1.290 -0.501  -0.091
7 C 1.584 1.706 0.681  0.007
8 H 1.268 -1.452 2.284  0.033
9 H -2.601 -0.900 -0.254  0.085
10 H -2.227 -0.079 -1.786  0.081
11 H -1.891 -1.807 -1.605  0.086
12 H 1.508 2.767 0.908  0.049
13 H 2.583 1.384 0.947  0.060


# 2
A single C11H22O3 molecule. Source: OMol25; level of theory: ωB97M-V/def2-TZVPD.

Computed properties:
largest force on an atom	0.79	eV/A
structure (SMILES)	CCCCCCCCCCOC(=O)O
E_HOMO	-10.7	eV
spin multiplicity	1

Each line ends with the Löwdin charge.
CARTESIAN COORDINATES (ANGSTROEM)
1 C -2.636 -1.632 3.728  -0.107
2 C -1.236 -2.171 3.370  -0.250
3 C -1.026 -2.495 1.879  -0.217
4 C -0.200 -1.455 1.105  -0.221
5 C 0.621 -2.058 -0.035  -0.222
6 C 1.681 -1.118 -0.612  -0.208
7 C 1.128 0.185 -1.211  -0.190
8 C 2.069 1.396 -1.077  -0.196
9 C 1.349 2.677 -0.654  -0.166
10 C 0.342 3.217 -1.682  -0.139
11 O 0.644 2.688 -2.992  0.022
12 C -0.319 2.233 -3.780  -0.636
13 O -0.146 1.415 -4.628  0.140
14 O -1.493 2.877 -3.582  0.123
15 H -2.592 -0.639 4.178  0.063
16 H -3.143 -2.277 4.446  0.063
17 H -3.276 -1.571 2.846  0.062
18 H -1.046 -3.073 3.955  0.096
19 H -0.480 -1.451 3.691  0.093
20 H -0.538 -3.470 1.782  0.101
21 H -2.002 -2.599 1.396  0.104
22 H -0.889 -0.713 0.690  0.103
23 H 0.462 -0.916 1.792  0.112
24 H -0.052 -2.404 -0.828  0.119
25 H 1.124 -2.953 0.346  0.107
26 H 2.224 -1.657 -1.394  0.111
27 H 2.419 -0.900 0.168  0.105
28 H 0.945 0.014 -2.274  0.110
29 H 0.162 0.425 -0.757  0.098
30 H 2.588 1.571 -2.019  0.113
31 H 2.842 1.189 -0.332  0.106
32 H 2.081 3.452 -0.418  0.108
33 H 0.797 2.470 0.268  0.113
34 H -0.681 2.962 -1.416  0.119
35 H 0.398 4.304 -1.750  0.126
36 H -2.122 2.479 -4.200  0.134


# 3
A gas-phase ion, C7H10N6 (charge +2). Source: OMol25; level of theory: ωB97M-V/def2-TZVPD.

Computed properties:
largest force on an atom	6.86	eV/A
charge	+2
E_HOMO	-18.5	eV
spin multiplicity	1

Each line ends with the Löwdin charge.
CARTESIAN COORDINATES (ANGSTROEM)
1 C 0.146 0.706 -2.872  -0.203
2 C -0.557 -1.801 -1.580  -0.139
3 C 1.080 0.718 -0.409  -0.085
4 C -1.773 -0.099 -0.427  -0.190
5 C -0.467 1.410 -1.809  0.012
6 C -0.629 -1.055 -0.301  -0.110
7 C 1.487 -1.235 0.800  0.017
8 N 0.733 0.304 -3.766  0.283
9 N -0.574 -2.532 -2.448  0.288
10 N 0.672 -0.399 -0.016  -0.065
11 N -1.608 1.029 -1.097  0.152
12 N -2.997 -0.233 0.084  0.282
13 N 2.267 1.288 -0.394  0.239
14 H -0.327 2.434 -1.868  0.137
15 H -0.792 -1.781 0.470  0.173
16 H 1.268 -1.184 1.858  0.131
17 H 1.694 -2.215 0.373  0.132
18 H 2.580 -0.996 0.549  0.146
19 H -2.345 1.640 -1.147  0.153
20 H -3.366 -1.038 0.541  0.154
21 H -3.680 0.411 -0.431  0.203
22 H 2.511 2.262 -0.384  0.156
23 H 2.691 1.146 0.508  0.136


# 4
2 unconnected molecules or ions with the total composition C4H8OS. Source: OMol25; level of theory: ωB97M-V/def2-TZVPD.

Computed properties:
largest force on an atom	7.03	eV/A
E_HOMO (spin up / spin down)	-7.5 / -7.7	eV
spin multiplicity	1

Each line ends with the Löwdin charge.
CARTESIAN COORDINATES (ANGSTROEM)
1 C 2.371 0.416 -0.920  -0.044
2 C 0.149 -0.903 -0.198  -0.312
3 C 3.347 0.858 -0.193  -0.151
4 C -2.819 -0.895 0.078  -0.261
5 O -0.926 0.515 1.659  -0.299
6 S -1.205 0.085 0.017  0.855
7 H 2.069 0.877 -1.856  0.023
8 H 0.121 -1.632 -1.000  -0.045
9 H -1.119 1.364 1.742  -0.058
10 H 3.659 0.506 0.865  0.074
11 H 3.892 1.790 -0.441  0.046
12 H -3.460 -0.250 0.792  0.064
13 H -2.966 -1.965 0.440  0.075
14 H -3.114 -0.767 -0.985  0.035


Energy above the lowest of the compared OMol25 structures with the same formula, charge and spin (computed, kJ/mol): 407.1, 0.0, 0.0, 843.5